No. 1
DFT (wB97M-V/def2-TZVPD) results for 21 unconnected molecules or ions with the total composition H42O21.

Geometry as ORCA input:
```
! wB97M-V def2-TZVPD RIJCOSX def2/J DEFGRID3
* xyz 0 1
O 4.8660 -13.3405 -0.3896
H 5.6392 -13.9008 -0.3228
H 4.4970 -13.3345 0.4936
O 6.4371 -16.7487 -1.2261
H 6.7547 -16.0858 -1.8392
H 6.3208 -17.5341 -1.7608
O 8.1791 -11.5092 0.0487
H 7.7653 -10.7226 0.4041
H 8.0500 -11.4417 -0.8974
O 4.2863 -14.9911 3.0545
H 4.9960 -15.1805 2.4407
H 4.5200 -14.1458 3.4380
O 3.2949 -13.9899 -4.4946
H 3.6572 -13.2648 -3.9856
H 3.3485 -13.6952 -5.4038
O 7.3480 -13.9053 -2.4217
H 6.9447 -14.0812 -3.2717
H 8.1756 -14.3857 -2.4446
O 8.7932 -13.8929 1.3847
H 8.5408 -13.1941 0.7812
H 8.9230 -13.4504 2.2235
O 6.3635 -15.3953 1.3416
H 7.2342 -15.0011 1.3933
H 6.3364 -15.8049 0.4769
O 5.9932 -14.6281 -4.6091
H 6.1830 -14.2034 -5.4457
H 5.0794 -14.4070 -4.4296
O 0.6154 -15.9039 -2.2246
H 1.5701 -15.9427 -2.1681
H 0.4405 -15.2055 -2.8554
O 5.0684 -12.6309 4.1227
H 4.7035 -12.4799 4.9946
H 5.8496 -12.0787 4.0905
O 4.6131 -8.7374 -2.2214
H 3.7308 -8.3695 -2.1708
H 5.0504 -8.4217 -1.4306
O 6.4139 -18.0821 1.9311
H 6.3632 -18.0287 2.8855
H 6.5720 -17.1814 1.6484
O 3.0585 -17.3599 3.5237
H 3.6020 -16.6377 3.2087
H 2.2662 -17.3152 2.9884
O 8.8277 -16.0863 -3.2819
H 9.0359 -16.9007 -3.7397
H 9.3302 -15.4157 -3.7444
O 1.9416 -11.3104 -0.2322
H 2.2960 -11.4351 0.6482
H 2.4990 -11.8490 -0.7938
O 3.4063 -15.7780 -1.5352
H 4.1740 -16.1331 -1.9833
H 3.6650 -14.8920 -1.2815
O 3.4541 -12.2232 1.9746
H 3.9899 -12.0670 2.7523
H 2.7077 -12.7295 2.2952
O 9.9476 -16.2374 -0.6792
H 9.1812 -16.6997 -0.3398
H 9.7013 -15.9854 -1.5691
O 4.0130 -11.6793 -2.4553
H 4.4892 -10.8795 -2.2319
H 4.4475 -12.3663 -1.9498
O 0.8523 -13.2966 3.3595
H 0.2653 -13.8546 2.8492
H 0.8481 -13.6818 4.2357
*
```

## Properties
- HOMO-LUMO gap: 9.5 eV
- Highest occupied orbital energy: -9.94 eV

Results of the Mulliken charge analysis, in e, for atoms 1 through 2:
1. O -0.22
2. H 0.08



No. 2
DFT (wB97M-V/def2-TZVPD) results for 21 unconnected molecules or ions with the total composition H42O21.

Geometry as ORCA input:
```
! wB97M-V def2-TZVPD RIJCOSX def2/J DEFGRID3
* xyz 0 1
O 3.0239 0.9427 2.5055
H 3.2258 1.7550 2.9764
H 2.5954 0.4053 3.1409
O -2.6839 -0.5160 -4.1217
H -1.8383 -0.9973 -3.8246
H -3.2626 -0.5937 -3.3526
O 1.4648 -4.4732 -0.9204
H 0.7434 -4.0183 -0.8509
H 1.4573 -4.7314 -1.7936
O 1.0821 3.7021 2.8743
H 1.1549 4.2292 2.1055
H 0.1159 3.6852 2.9410
O -3.4471 -1.4801 0.4988
H -4.1026 -2.0441 1.1093
H -2.7443 -2.0770 0.8952
O 0.4765 3.0897 -3.3532
H -0.1942 2.9036 -4.0808
H 1.3360 2.9749 -3.9464
O 2.5271 -2.9019 0.6478
H 3.4359 -2.7686 0.9738
H 2.4165 -3.7062 0.2339
O -2.1872 -2.6864 2.7510
H -1.3955 -2.2859 2.2777
H -3.0304 -2.1959 2.6460
O -0.6900 0.4296 -2.3191
H -0.0288 -0.2804 -1.9330
H -0.0807 1.2113 -2.5261
O 3.1931 2.5170 -3.2001
H 2.6626 2.6096 -2.3999
H 4.0203 2.5071 -2.8300
O -1.5364 1.2983 0.3630
H -0.8716 1.7824 0.8764
H -0.9909 0.7672 -0.3382
O -0.5942 -2.9171 -0.5429
H -1.2566 -2.5095 -0.9192
H -0.3849 -2.0333 0.0871
O -2.2279 -0.9760 -1.4178
H -2.5415 -0.1520 -1.1118
H -2.7729 -1.7350 -1.7129
O -3.1496 3.3723 -0.2460
H -2.7112 4.2565 -0.2462
H -2.5840 2.6266 -0.0887
O 2.1614 -0.4013 4.7913
H 1.1734 -0.3391 4.9577
H 2.5407 -1.2735 4.6888
O 1.2301 -2.4378 -3.7967
H 1.5844 -1.7255 -3.2465
H 0.3097 -2.2747 -3.5473
O 0.8494 -1.7952 3.2738
H 1.3316 -2.5519 3.3322
H 0.0324 -2.1278 3.4498
O 0.5860 -0.3242 0.9194
H 1.3196 -1.0130 1.1117
H 0.2187 -0.0569 1.7287
O 1.3199 3.2754 -0.9186
H 1.2657 3.1888 0.0472
H 1.2613 4.2642 -1.0385
O -5.1870 0.1401 1.4607
H -4.4870 0.6081 1.1254
H -5.5364 -0.2750 0.5769
O 3.6504 2.2281 -0.4868
H 2.7435 2.4168 -0.2078
H 4.0077 1.4882 -0.0486
*
```

## Properties
- HOMO-LUMO gap: 10.3 eV
- Highest occupied orbital energy: -10.75 eV

Results of the Mulliken charge analysis, in e, for atoms 1 through 2:
1. O -0.52
2. H 0.28



These records have energy relative to the best compared isomer or geometry (same formula, charge and spin) values of 448.0; 1111.6 kJ/mol, in the order they appear.
These records have largest force on an atom values of 1.4; 8.5 eV/A, in the order they appear.
These records have E_LUMO values of -0.018; -0.018 Eh, in the order they appear.